1.
Formula: C28H25N7NiS2
Source: OMol25
Level of theory: the ωB97M-V functional and the def2-TZVPD basis

Values from the calculation:
- M (Da) = 582.4
- relative energy (zero: lowest compared OMol25 entry of this formula, charge and spin) (kcal per mole) = 33.51
- E_HOMO (alpha / beta) (eV) = -5.7 / -7.7
- multiplicity = 3

Element x y z (Å)
Ni1 -0.39657 0.80020 -0.33003
C1 0.94102 0.95582 -4.41119
C2 0.18946 0.72188 -3.13121
N1 0.70844 0.80390 -1.90091
N2 1.97909 1.29781 -1.74904
C3 3.14766 0.59446 -1.77109
N3 4.26200 1.31492 -1.39079
S1 3.34616 -0.98496 -2.50059
C4 -1.15124 0.20902 -3.12219
C5 -1.99704 -0.12383 -4.19850
C6 -3.20842 -0.80170 -4.02596
C7 -3.71999 -0.83970 -2.73361
C8 -2.94120 -0.41229 -1.68635
N4 -1.65624 0.06000 -1.84846
H1 2.05270 1.17170 -4.19092
H2 0.57677 1.89866 -4.89525
H3 0.83424 0.06882 -5.06913
H4 1.99889 2.25480 -1.38039
H5 4.27450 1.81925 -0.51653
H6 5.13693 0.84655 -1.52429
H7 -1.59357 0.06659 -5.23801
H8 -3.83941 -1.18405 -4.83390
H9 -4.74293 -1.16447 -2.52948
H10 -3.38944 -0.36053 -0.68539
C9 -0.28322 4.93142 0.92585
C10 0.72587 4.89562 1.85900
C11 1.34926 3.66519 2.16452
C12 0.96321 2.53356 1.43407
C13 -0.08295 2.55570 0.52951
C14 -0.62143 3.79689 0.22976
C15 1.64024 1.23996 1.54353
C16 2.71918 1.04231 2.43664
C17 3.28040 -0.20950 2.61061
C18 2.83811 -1.24094 1.80638
C19 3.28397 -2.55304 1.97405
C20 2.74337 -3.59911 1.24011
C21 1.79252 -3.33525 0.25828
C22 1.32920 -2.06427 0.01118
C23 1.76726 -1.00300 0.85059
N5 1.18825 0.24782 0.79569
H11 -0.81963 5.86267 0.71766
H12 1.06939 5.76591 2.36206
H13 2.14313 3.62167 2.99131
H14 -1.41875 3.84494 -0.51091
H15 2.91946 1.90159 3.10464
H16 4.04853 -0.29678 3.33047
H17 4.05273 -2.79587 2.64862
H18 3.09707 -4.65769 1.34855
H19 1.48505 -4.11515 -0.47889
H20 0.57638 -1.77067 -0.73579
C24 -4.86869 -2.30857 3.53099
C25 -3.63002 -2.10886 2.73050
C26 -2.93687 -3.18464 2.10324
C27 -2.00976 -2.81283 1.14355
N6 -1.55570 -1.55117 1.02126
C28 -2.23120 -0.59249 1.71141
S2 -1.92440 1.12283 1.22046
N7 -3.25816 -0.84852 2.53344
H21 -5.21345 -1.46756 4.09599
H22 -4.62319 -3.11097 4.29132
H23 -5.61792 -2.71146 2.88968
H24 -3.13042 -4.17295 2.51345
H25 -1.59864 -3.52962 0.43046



2.
Formula: C28H25N7O3STeZn
Source: OMol25
Level of theory: the ωB97M-V functional and the def2-TZVPD basis

Values from the calculation:
- M (Da) = 732.6
- relative energy (zero: lowest compared OMol25 entry of this formula, charge and spin) (kcal per mole) = 0.00
- E_HOMO (eV) = -7.3
- multiplicity = 1

Element x y z (Å)
Zn1 0.22828 -0.01124 0.60340
C1 -4.29545 -0.47197 3.80779
C2 -3.58105 -1.36261 3.01816
C3 -2.69035 -0.89368 2.06544
C4 -2.49708 0.47540 1.87345
C5 -3.20777 1.36518 2.68097
C6 -4.09534 0.89037 3.63613
N1 -1.52228 0.88621 0.93987
C7 -1.56735 2.04782 0.27250
C8 -2.75025 2.80504 0.02594
C9 -2.68840 4.00467 -0.61805
C10 -1.46455 4.56243 -1.08191
C11 -0.31108 3.86954 -0.90553
C12 -0.34392 2.61001 -0.25915
N2 0.74460 1.85213 0.01633
N3 1.92433 2.26891 0.00139
C13 2.82429 1.30334 0.52897
C14 4.15325 1.67173 0.65229
C15 5.04253 0.77697 1.21820
C16 4.58893 -0.46902 1.62709
C17 3.25035 -0.76351 1.45870
N4 2.38119 0.10479 0.93466
H1 -4.98798 -0.83763 4.55438
H2 -3.71930 -2.42920 3.14389
H3 -2.13708 -1.58761 1.44224
H4 -3.03982 2.43069 2.58538
H5 -4.62373 1.59648 4.26456
H6 -3.70310 2.40275 0.34182
H7 -3.60771 4.55026 -0.79342
H8 -1.46200 5.51717 -1.58907
H9 0.64143 4.23338 -1.26815
H10 4.44891 2.65449 0.31235
H11 6.08325 1.04658 1.34100
H12 5.25369 -1.19801 2.06818
H13 2.85202 -1.73050 1.74450
O1 2.00853 -7.56895 3.79513
S1 1.91980 -8.68564 2.87511
O2 2.97082 -9.66645 2.99136
O3 0.57857 -9.21014 2.67233
C18 2.16560 -7.90352 1.24617
N5 2.67116 -8.59805 0.21986
C19 2.69151 -7.98888 -0.95607
C20 2.23934 -6.69012 -1.14964
C21 1.76231 -6.05108 -0.02124
N6 1.71963 -6.65022 1.15684
C22 1.27446 -4.64425 0.01014
C23 0.75356 -4.15058 1.20720
C24 0.35766 -2.83606 1.27359
N7 0.44954 -1.99474 0.22799
C25 0.92918 -2.47033 -0.92810
C26 1.34097 -3.77743 -1.07687
H14 3.08924 -8.56148 -1.78800
H15 2.26282 -6.23178 -2.12909
H16 0.69342 -4.81158 2.06331
H17 -0.04842 -2.42777 2.19267
H18 0.97948 -1.77472 -1.75687
H19 1.72166 -4.10298 -2.03506
C27 -2.70792 -3.67923 -0.69249
Te1 -2.53899 -1.73780 -1.55277
C28 -4.52031 -1.16916 -1.00295
H20 -3.54773 -4.19140 -1.15379
H21 -2.86353 -3.58973 0.38164
H22 -1.79267 -4.23713 -0.88715
H23 -4.74513 -1.63881 -0.04726
H24 -5.22470 -1.48943 -1.76513
H25 -4.55243 -0.08693 -0.89168



3.
Formula: C28H26B3F4KN6O8
Source: OMol25
Level of theory: the ωB97M-V functional and the def2-TZVPD basis

Values from the calculation:
- M (Da) = 722.1
- relative energy (zero: lowest compared OMol25 entry of this formula, charge and spin) (kcal per mole) = 136.33
- E_HOMO (alpha / beta) (eV) = -0.8 / 0.1
- multiplicity = 1
- charge = -2

Element x y z (Å)
K1 0.22799 -0.54848 -0.50959
C1 4.40366 -2.59512 1.54988
C2 3.26918 -1.66195 1.18942
N1 2.43494 -1.91337 0.21108
O1 2.62111 -3.13809 -0.39416
B1 1.50652 -3.62438 -1.20912
F1 1.21864 -2.77440 -2.31020
F2 1.88117 -4.88496 -1.68654
O2 0.21037 -3.87781 -0.45578
N2 -0.15804 -2.82514 0.29193
C3 -1.21889 -2.88757 0.99566
C4 -2.16390 -4.06130 1.02199
C5 -1.47858 -1.69518 1.83978
N3 -0.46866 -0.95495 2.08847
O3 -0.73573 0.16049 2.81745
B2 0.46113 0.70181 3.48453
F3 1.02092 -0.26904 4.34141
F4 0.03693 1.80703 4.22511
O4 1.53481 1.25689 2.58505
N4 2.14029 0.43714 1.67405
C6 3.07735 -0.50738 1.99220
C7 3.86494 -0.29896 3.25413
C8 -2.84817 -1.39044 2.38363
H1 4.53352 -3.31965 0.74971
H2 4.17844 -3.13702 2.47183
H3 5.33327 -2.04203 1.69233
H4 -1.67681 -4.90313 0.53362
H5 -3.08251 -3.82763 0.47782
H6 -2.42733 -4.33103 2.04642
H7 3.42566 0.50653 3.83433
H8 4.90432 -0.03108 3.02198
H9 3.87302 -1.19540 3.87417
H10 -3.60094 -2.10327 2.05454
H11 -3.13483 -0.38699 2.07122
H12 -2.80973 -1.37143 3.47501
O5 -1.86257 0.31896 -2.03997
C9 -1.59334 0.14786 -3.39986
C10 -2.43963 -0.59413 -4.19570
C11 -2.23474 -0.69657 -5.56883
C12 -1.16250 -0.00391 -6.13685
C13 -0.30963 0.72409 -5.34367
C14 -0.44480 0.80897 -3.93051
C15 0.56083 1.48200 -3.19358
N5 0.67570 1.48496 -1.87365
N6 1.68826 2.19657 -1.38609
C16 2.23929 1.93882 -0.24347
O6 1.83828 0.71908 0.37386
C17 3.31500 2.79629 0.23353
C18 3.76252 2.87245 1.56350
C19 4.83980 3.67177 1.91135
C20 5.50466 4.43641 0.96380
C21 5.05186 4.40064 -0.35206
C22 3.98750 3.60074 -0.71184
H13 -3.28148 -1.09561 -3.73676
H14 -2.89871 -1.29319 -6.18057
H15 -0.99275 -0.05199 -7.20671
H16 0.52790 1.24975 -5.78943
H17 1.35329 1.95125 -3.78317
H18 3.23015 2.35204 2.34405
H19 5.15564 3.70197 2.94817
H20 6.35209 5.05249 1.24142
H21 5.54738 4.99995 -1.10840
H22 3.64353 3.56763 -1.73537
O7 -3.13940 0.92974 -0.14101
B3 -3.04135 0.39847 -1.43405
O8 -4.32755 0.06164 -1.91026
C23 -5.18873 0.42481 -0.91394
C24 -6.56211 0.34085 -0.88606
C25 -7.19968 0.81760 0.26170
C26 -6.47956 1.34994 1.32064
C27 -5.08664 1.42686 1.28777
C28 -4.46485 0.95059 0.15573
H23 -7.12233 -0.08207 -1.70886
H24 -8.28022 0.77414 0.31955
H25 -7.00245 1.72205 2.19261
H26 -4.51273 1.83337 2.10968